17
Properties=species:S:1:pos:R:3 method="wB97M-V/def2-TZVPD" orbital_gap_ha=0.36519 fmax_ev_per_a=4.08 energy_ha=-573.7077 total_charge=+1
C -1.83 -0.57 0.05
C 0.92 -1.40 -1.63
C 0.15 1.70 -1.12
N 0.69 0.68 3.59
N 1.20 0.01 1.43
N 0.93 0.24 2.51
Si -0.21 -0.09 -0.82
H -1.76 -0.47 1.05
H -2.84 -0.12 -0.22
H -1.95 -1.57 -0.17
H 1.50 -1.85 -0.68
H 0.41 -2.20 -2.12
H 1.48 -0.96 -2.51
H -0.37 2.58 -0.61
H 1.26 1.87 -0.95
H 0.04 1.93 -2.31
H 0.40 0.21 4.51